1.
ORCA calculation (ωB97M-V/def2-TZVPD) on C2H14Si4 as an isolated structure at a distorted geometry.

CARTESIAN COORDINATES (ANGSTROEM)
C  0.013646  1.650465  2.367698
C  -0.064125  -0.144223  -0.377804
Si  -0.912030  1.184233  -1.370994
Si  -0.855138  -2.281801  -0.962922
Si  1.751276  -0.230215  -1.033378
Si  -0.146607  -0.044279  1.525434
H  0.652040  1.723073  3.205851
H  0.393379  2.288879  1.611515
H  -1.010206  1.891570  2.569297
H  -0.688881  2.623203  -0.915371
H  -2.482874  0.925964  -1.262125
H  -0.347240  0.869068  -2.730681
H  -0.398867  -3.138147  0.252209
H  -2.269300  -2.118561  -1.228988
H  0.217016  -2.499583  -2.090181
H  1.762078  -0.465336  -2.392581
H  2.321248  -1.381218  -0.544081
H  2.553007  0.885815  -0.901204
H  0.784624  -0.917983  2.144221
H  -1.273048  -0.820924  2.134086

Cartesian forces, eV/Å:
C -0.74 -1.33 -1.50
C 0.10 -1.50 0.27
Si -1.44 -0.69 0.23
Si 3.67 2.46 1.15
Si -3.03 -0.21 0.96
Si -0.45 -0.30 0.02
H 0.46 -0.24 1.02
H 0.27 1.05 -0.69
H -0.46 0.68 0.44
H 0.07 -0.74 -0.30
H 1.48 0.41 -0.36
H -0.52 0.62 0.10
H -0.74 0.60 -1.03
H -0.35 -0.25 -0.22
H -1.47 -0.12 0.72
H -0.25 -0.27 -2.40
H 1.24 -1.87 1.24
H 1.19 1.93 0.69
H 1.55 -0.74 0.15
H -0.57 0.50 -0.47

Summary:
E: -1242.4344 Eh
Energy relative to the best compared isomer or geometry (same formula, charge and spin): 8.7 kcal/mol
LUMO energy: 0.301 eV

2.
ORCA calculation (ωB97M-V/def2-TZVPD) on an isolated ion of composition C6H11NO and charge -1 at a distorted geometry.

CARTESIAN COORDINATES (ANGSTROEM)
O  0.172384  -2.843408  2.104595
C  0.597919  -1.714951  2.380447
C  -0.063457  -0.554724  1.496311
C  -0.047223  -1.070864  0.015257
C  0.406311  -0.043801  -1.021460
C  1.253477  0.013891  -2.020592
C  -1.333891  1.725739  -0.710632
N  0.032207  1.316205  -0.545422
H  1.331033  -1.452328  3.188236
H  -1.092979  -0.287469  1.917755
H  0.464777  0.374817  1.608637
H  -1.161850  -1.090590  -0.092204
H  0.283968  -2.099090  -0.155454
H  1.580268  0.785417  -2.731691
H  2.068075  -0.680939  -2.263359
H  -1.494735  2.304323  -1.653774
H  -2.003272  0.850112  -0.641633
H  -1.645671  2.460999  0.082885
H  0.652655  2.006655  -0.957903

Cartesian forces, eV/Å:
O -0.49 -2.66 0.33
C -0.06 3.52 -1.13
C 1.65 -1.47 1.92
C -2.03 1.10 -0.49
C -0.43 2.77 2.77
C 3.14 -1.45 -2.15
C -1.01 1.07 0.39
N 0.07 -0.78 -1.00
H -0.54 -0.14 -0.32
H 0.47 -0.65 -0.90
H 0.52 0.30 -0.08
H 0.50 -0.48 -0.82
H 0.23 0.40 0.37
H -1.27 0.97 0.91
H -0.99 -1.20 0.51
H -0.13 -0.71 0.19
H 0.22 0.53 -0.17
H 0.25 -0.75 -0.35
H -0.11 -0.36 0.02

Summary:
2S+1: 2
Total charge: -1
E: -365.0747 Eh
Energy relative to the best compared isomer or geometry (same formula, charge and spin): 62.4 kcal/mol
LUMO energy (alpha / beta): 3.718 / 3.544 eV

3.
ORCA calculation (ωB97M-V/def2-TZVPD) on H26HeO13 as an isolated structure at a distorted geometry.

CARTESIAN COORDINATES (ANGSTROEM)
He  0.456366  0.134866  -0.197781
O  2.646150  -0.594635  2.454793
H  1.821355  -0.640565  2.938356
H  3.319781  -0.547640  3.133206
O  -1.285419  2.979617  -2.086685
H  -1.948288  3.434129  -1.566822
H  -1.786828  2.408183  -2.668304
O  2.115148  2.072359  2.252530
H  1.936916  2.224035  1.324379
H  2.460698  1.180410  2.287918
O  1.470322  2.809872  -0.617004
H  1.215365  3.730438  -0.555547
H  0.838425  2.425919  -1.224882
O  -2.550347  0.645987  -2.732093
H  -1.858915  0.013917  -2.928693
H  -2.442836  0.837219  -1.800373
O  2.767174  -2.221945  0.059005
H  2.864242  -1.725734  0.871770
H  3.632164  -2.185348  -0.349278
O  -3.553259  -1.639989  0.050397
H  -3.180605  -2.301047  0.633809
H  -3.058397  -0.843583  0.242966
O  0.280257  -0.458385  3.684457
H  -0.295368  0.202015  3.298773
H  0.692744  -0.014097  4.425194
O  -0.942345  -1.402826  -3.858687
H  -0.657134  -1.320028  -4.768655
H  -0.132754  -1.529783  -3.364050
O  0.231959  -3.562812  0.320217
H  1.017433  -3.067326  0.088360
H  -0.134972  -3.837901  -0.519966
O  -0.944937  1.631730  2.154897
H  -0.130113  2.128450  2.229564
H  -1.611188  2.205258  2.533571
O  1.454057  -1.992101  -2.494404
H  1.628029  -2.878562  -2.810865
H  2.110480  -1.847417  -1.812927
O  -2.762413  1.121935  0.075360
H  -2.118659  1.427651  0.714382
H  -3.564285  0.997733  0.583114

Cartesian forces, eV/Å:
He -0.01 -0.03 0.00
O 1.28 -0.09 -0.58
H -1.35 -0.24 0.22
H 0.40 -0.17 0.12
O 0.75 0.75 0.37
H -0.14 0.09 0.13
H -0.32 -0.72 -0.44
O -0.54 0.83 0.51
H 0.05 0.19 -0.77
H 0.11 -0.59 -0.12
O 0.45 -0.11 0.51
H -0.08 0.23 -0.12
H -0.50 -0.07 -0.27
O -0.29 0.58 -0.29
H 0.24 -0.61 -0.49
H -0.24 -0.12 0.56
O 0.11 -0.21 -0.66
H -0.18 0.51 0.76
H 0.32 -0.15 -0.02
O -0.37 -0.23 0.05
H 0.11 -0.25 0.10
H 0.38 0.27 -0.23
O 0.36 -0.59 0.39
H -0.39 0.44 -0.53
H -0.09 0.16 0.43
O -0.42 0.00 -0.13
H -0.05 0.11 -0.24
H 0.55 -0.06 0.43
O -0.35 -0.24 0.26
H 0.40 0.19 -0.05
H -0.18 0.00 -0.17
O -0.51 -0.25 0.10
H 0.95 0.19 -0.11
H -0.23 0.22 0.33
O -0.15 -0.03 -0.48
H 0.02 -0.27 -0.13
H -0.01 0.22 0.59
O -0.33 0.00 -0.16
H 0.74 0.03 0.19
H -0.48 0.03 -0.04

Summary:
E: -996.6376 Eh
Energy relative to the best compared isomer or geometry (same formula, charge and spin): 18.0 kcal/mol
LUMO energy: 0.002 eV

4.
ORCA calculation (ωB97M-V/def2-TZVPD) on a 2-piece molecular cluster, C2H9N2 overall at a distorted geometry.

CARTESIAN COORDINATES (ANGSTROEM)
N  0.067518  -1.192184  -1.925796
H  0.690488  -0.892295  -2.666321
H  -0.851269  -1.365786  -2.318601
H  0.196876  -0.295906  -0.474224
H  0.381664  -2.083203  -1.553444
C  -1.202132  0.891162  1.525220
C  -0.024107  1.201187  1.001728
N  0.795913  0.152333  0.305296
H  -1.640743  -0.112001  1.543532
H  -1.628445  1.601505  2.233348
H  0.562552  2.078256  1.233370
H  1.703083  0.449417  -0.041859
H  0.948601  -0.432485  1.137753

Cartesian forces, eV/Å:
N -0.43 -0.07 0.48
H -0.03 -0.15 -0.08
H 0.04 0.12 -0.15
H 0.93 -0.39 -0.25
H 0.16 -0.09 -0.34
C 0.79 -0.03 0.75
C 0.19 -0.02 0.24
N -1.41 0.32 1.72
H 0.06 0.41 -0.52
H -0.15 -0.02 -0.51
H -0.38 0.30 -0.24
H -0.13 0.28 -0.15
H 0.35 -0.66 -0.95

Summary:
Total charge: +1
E: -190.8357 Eh
Energy relative to the best compared isomer or geometry (same formula, charge and spin): 24.2 kcal/mol
LUMO energy: -3.427 eV

5.
ORCA calculation (ωB97M-V/def2-TZVPD) on a 2-piece molecular cluster, C4H5ClO overall at a distorted geometry.

CARTESIAN COORDINATES (ANGSTROEM)
C  -0.135759  -0.432651  2.414287
C  -0.198237  -0.413044  1.213598
C  0.705614  0.715712  -0.802161
C  -0.159483  -0.360973  -0.196913
O  -0.349230  -1.496971  -0.835477
Cl  -2.224677  0.830708  -0.605202
H  -0.127391  -0.420569  3.461870
H  1.375689  0.283441  -1.546138
H  1.285900  1.210302  -0.024269
H  0.092604  1.474825  -1.283464
H  -0.265030  -1.390779  -1.796130

Cartesian forces, eV/Å:
C -0.12 0.08 -1.25
C -0.12 -0.41 1.07
C 0.14 0.20 -0.23
C -1.16 1.35 -1.07
O 0.07 -0.16 0.20
Cl 0.98 -0.83 0.37
H 0.05 -0.04 0.68
H 0.10 -0.09 0.06
H 0.03 -0.14 -0.03
H 0.07 -0.16 0.01
H -0.03 0.20 0.19

Summary:
E: -690.7407 Eh
Energy relative to the best compared isomer or geometry (same formula, charge and spin): 50.5 kcal/mol
LUMO energy: -0.873 eV